Entry 1:
C30H55N4OP2STi | ωB97M-V with the def2-TZVPD basis set

Summary:
Total charge ... +3
Energy above the lowest of the compared OMol25 structures with the same formula, charge and spin ... 0.0 kcal/mol

Structure (XYZ):
```
94
C30H55N4OP2STi ωB97M-V with the def2-TZVPD basis set
C -1.6270 1.6640 -1.5993
C 0.7257 1.5519 -1.6053
C -1.5945 2.6689 -2.5557
C 0.8078 2.6472 -2.4541
C -0.3694 3.1919 -2.9601
H -2.5435 3.0524 -2.9245
H 1.7961 3.0330 -2.7205
H -0.3230 4.0206 -3.6608
N -0.4806 1.0743 -1.1927
P -2.5920 0.4048 0.6932
P 1.8398 -1.0216 -1.0301
C -2.9127 1.2058 -0.9439
H -3.6005 2.0581 -0.8112
H -3.4339 0.4879 -1.6008
C 1.9133 0.8411 -1.0643
H 2.8687 1.2038 -1.4374
C 3.3748 -1.6265 -0.0569
C 2.0062 -1.4494 -2.8497
C -2.4843 1.8485 1.9275
C -4.1031 -0.6717 0.9608
C 2.9742 -1.9407 1.3973
H 2.2920 -2.7976 1.4503
H 3.8904 -2.1986 1.9519
H 2.5030 -1.0931 1.9046
C 3.9477 -2.9152 -0.6615
H 3.1890 -3.7069 -0.7132
H 4.3920 -2.7600 -1.6511
H 4.7532 -3.2724 -0.0007
C 4.4511 -0.5366 -0.0329
H 5.3358 -0.9373 0.4870
H 4.7751 -0.2306 -1.0354
H 4.1034 0.3409 0.5261
C 1.8325 -2.9739 -3.0219
H 1.0502 -3.3683 -2.3623
H 1.5143 -3.1632 -4.0557
H 2.7631 -3.5253 -2.8575
C 0.8734 -0.7651 -3.6343
H -0.1115 -1.0590 -3.2546
H 0.9660 0.3259 -3.6265
H 0.9478 -1.1003 -4.6792
C 3.3610 -0.9607 -3.3981
H 3.7129 -0.0273 -2.9402
H 4.1492 -1.7179 -3.3065
H 3.2380 -0.7534 -4.4716
C -3.9784 -1.3201 2.3504
H -4.8493 -1.9725 2.5137
H -3.0726 -1.9401 2.4325
H -3.9672 -0.5806 3.1626
C -4.0932 -1.7694 -0.1174
H -4.1943 -1.3591 -1.1299
H -3.1817 -2.3751 -0.0831
H -4.9497 -2.4381 0.0581
C -5.4257 0.0998 0.8183
H -5.4390 0.7408 -0.0735
H -6.2355 -0.6362 0.7052
H -5.6685 0.7048 1.6965
C -1.7417 3.0312 1.2827
H -2.3082 3.4810 0.4567
H -1.5892 3.8096 2.0470
H -0.7505 2.7422 0.9087
C -1.6848 1.3616 3.1548
H -0.6162 1.2352 2.9250
H -1.7794 2.1145 3.9526
H -2.0581 0.4049 3.5465
C -3.8683 2.3437 2.3718
H -4.4965 2.6399 1.5208
H -4.3989 1.6089 2.9902
H -3.7226 3.2392 2.9954
Ti -0.2797 -0.3950 0.2753
C -0.6090 -2.1089 -0.8622
O -1.1895 -2.5657 -1.8497
N 0.9919 0.6526 1.4101
C 1.8415 1.3262 0.8048
C 2.6972 2.5131 1.2618
C 3.7128 2.9751 0.2216
C 1.7341 3.6726 1.5029
C 3.3774 2.0709 2.5669
H 4.4441 2.2019 -0.0341
H 3.2162 3.3184 -0.6953
H 4.2678 3.8265 0.6384
H 0.9751 3.3938 2.2430
H 2.2818 4.5444 1.8798
H 1.2302 3.9607 0.5694
H 4.4037 2.4489 2.6221
H 2.8051 2.4560 3.4166
H 3.4087 0.9777 2.6613
N -2.0616 -4.5540 2.0105
C -1.6934 -4.1210 0.8065
N -2.1725 -4.6811 -0.3028
S -0.3131 -2.9524 0.7411
H -2.7362 -5.3080 2.1205
H -1.6688 -4.1251 2.8412
H -1.9377 -4.2877 -1.2180
H -2.8285 -5.4548 -0.2456
```

***

Entry 2:
C30H56Cl2O14S5 | ωB97M-V with the def2-TZVPD basis set

Summary:
Total charge ... 0
SMILES ... O=S1(=O)CCCC1.O=S1(=O)CCCC1.O=S1(=O)CCCC1.O=S1(=O)CCCC1.O=S1(=O)CCCC1.O=C1CCCO1.O=C1CCCO1.ClCCCl
Energy above the lowest of the compared OMol25 structures with the same formula, charge and spin ... 0.0 kcal/mol

Structure (XYZ):
```
107
C30H56Cl2O14S5 ωB97M-V with the def2-TZVPD basis set
C -2.1759 6.6639 -5.7500
C -2.5511 7.3250 -4.4015
C -1.8259 6.5547 -3.3047
S -1.8757 4.8317 -3.8230
O -3.0198 4.1184 -3.3282
O -0.5460 4.3078 -3.5954
C -2.0512 5.1388 -5.6215
H -1.1692 6.9937 -6.0224
H -2.8605 6.8959 -6.5625
H -3.6208 7.1122 -4.3164
H -2.3560 8.3907 -4.4563
H -2.3060 6.7464 -2.3467
H -0.7813 6.8553 -3.2401
H -2.9793 4.5917 -5.7868
H -1.1693 4.6310 -5.9959
C -0.0240 1.0708 -2.3902
C 0.5951 -0.2413 -1.8597
C 0.7574 -0.1126 -0.3353
S -0.8656 0.6710 0.1588
O -0.6073 1.4708 1.3268
O -1.8711 -0.3579 0.0677
C -0.9544 1.7204 -1.3724
H -0.4926 0.9455 -3.3644
H 0.7751 1.8033 -2.5090
H 1.5200 -0.3236 -2.4297
H -0.0596 -1.0657 -2.1367
H 1.4838 0.5066 0.1828
H 0.6774 -1.0808 0.1601
H -0.7088 2.7614 -1.1792
H -2.0364 1.7165 -1.5252
C 3.0648 -5.4480 0.5905
C 2.1890 -4.2316 0.2055
C 2.9698 -3.3324 -0.7501
S 4.3568 -4.4022 -1.3985
O 5.6286 -3.9147 -0.8763
O 4.2648 -4.5083 -2.8451
C 3.7078 -5.9334 -0.6874
H 2.3936 -6.1392 1.1004
H 3.8954 -5.2497 1.2771
H 1.7293 -3.8156 1.0963
H 1.3342 -4.6198 -0.3587
H 3.6236 -2.6584 -0.1916
H 2.4443 -2.8413 -1.5596
H 4.5804 -6.5823 -0.7119
H 2.8844 -6.2093 -1.3470
C -5.6497 1.7420 0.0661
C -4.9863 0.3945 0.4080
C -4.6165 0.5624 1.8932
S -5.9687 1.4734 2.6782
O -5.4937 2.2866 3.7750
O -7.0380 0.5038 2.8720
C -6.3263 2.4349 1.2503
H -6.4270 1.5726 -0.6854
H -5.0207 2.4840 -0.4270
H -4.1048 0.1736 -0.1851
H -5.6571 -0.4636 0.3545
H -3.7441 1.2071 2.0317
H -4.5008 -0.2995 2.5493
H -5.9386 3.4376 1.4301
H -7.4063 2.5602 1.1799
C -4.0163 -3.6205 1.9592
C -3.8108 -4.1229 0.5055
C -2.3775 -3.7130 0.2245
S -1.3254 -3.8516 1.7008
O -0.5539 -2.6410 1.7844
O -0.7655 -5.1983 1.6345
C -2.7681 -3.9452 2.7932
H -4.9162 -3.9833 2.4520
H -4.1113 -2.5327 1.9051
H -4.5077 -3.6762 -0.1972
H -3.8685 -5.2114 0.4400
H -2.3697 -2.7071 -0.2072
H -1.8870 -4.2127 -0.6180
H -2.5395 -3.2933 3.6347
H -2.8901 -4.9839 3.0956
O 3.0197 0.9853 4.5682
C 3.2106 0.1756 3.7066
O 2.2087 -0.6395 3.2720
C 2.7243 -1.6948 2.4106
C 4.2219 -1.5043 2.5039
C 4.4378 -0.0581 2.8574
H 2.3277 -1.4711 1.4228
H 2.5712 -2.7304 2.7013
H 4.7616 -1.6546 1.5641
H 4.5568 -2.2609 3.2138
H 4.4615 0.6715 2.0545
H 5.3238 0.0088 3.4891
O 4.2968 -0.0612 -0.2860
C 5.1210 0.4405 -0.9918
O 5.2341 0.0911 -2.3069
C 6.3666 0.6967 -2.9098
C 6.5321 1.9732 -2.0485
C 6.2111 1.4187 -0.6642
H 6.3904 1.0769 -3.9268
H 7.2514 0.1147 -2.6429
H 5.8810 2.8198 -2.2682
H 7.5663 2.3208 -2.1151
H 5.8459 2.2190 -0.0196
H 7.1420 1.0627 -0.2238
Cl -0.0382 -0.8244 6.1640
C -0.6583 -0.2820 4.5836
C -1.3357 1.0666 4.7243
Cl -2.6822 0.9866 5.8990
H -1.2666 -1.0902 4.1825
H 0.2526 -0.2394 3.9886
H -1.7168 1.5307 3.8202
H -0.6007 1.7198 5.1928
```

***

Entry 3:
C30H56F2NO28PdS2 | ωB97M-V with the def2-TZVPD basis set

Summary:
Total charge ... +1
Spin multiplicity ... 3

Structure (XYZ):
```
120
C30H56F2NO28PdS2 ωB97M-V with the def2-TZVPD basis set
Pd -8.4004 -9.7620 -12.7763
N -9.1263 -8.0249 -11.9068
S -10.4233 -7.3596 -11.7716
O -10.6790 -6.0359 -12.3418
O -11.2200 -7.7699 -10.5884
F -11.1000 -8.2856 -12.9215
S -8.3699 -6.9979 -10.7684
O -8.9162 -6.9097 -9.4165
O -7.8309 -5.8379 -11.4515
F -7.0196 -7.8990 -10.4494
C -13.2809 -4.7993 -13.6987
C -14.2809 -3.7141 -13.9872
O -13.6269 -2.9512 -14.9667
C -12.6520 -3.6656 -15.5278
O -12.0116 -3.2827 -16.4986
O -12.5692 -4.8242 -14.9252
H -13.7626 -5.7361 -13.4185
H -12.6141 -4.5993 -12.8600
H -14.4717 -3.1955 -13.0477
H -15.1711 -4.1320 -14.4574
C -4.6886 -3.4371 -10.3656
C -5.8118 -3.6360 -9.4175
O -5.3408 -4.6418 -8.5697
C -4.5211 -5.3668 -9.2502
O -4.1094 -6.4750 -8.9446
O -4.1016 -4.6965 -10.2605
H -4.0785 -2.6422 -9.9366
H -5.0302 -3.1378 -11.3564
H -6.7150 -3.8761 -9.9784
H -5.9495 -2.7796 -8.7574
C -6.2781 -8.9192 -7.1746
C -6.5834 -10.3855 -7.3356
O -7.0317 -10.6014 -8.6618
C -8.2070 -10.3511 -9.1732
O -8.3587 -10.3858 -10.4320
O -9.1132 -10.1989 -8.2009
C -10.4425 -9.7286 -8.3946
H -6.3854 -8.5910 -6.1407
H -6.8278 -8.2064 -7.7892
H -5.2603 -8.6642 -7.4698
H -7.3277 -10.7950 -6.6527
H -5.6341 -10.9161 -7.2627
H -11.0398 -10.2174 -9.1643
H -10.4662 -8.6697 -8.6520
H -11.1140 -9.7179 -7.5361
C -13.9459 -11.2301 -14.7752
C -12.8236 -10.6580 -13.9991
O -12.3879 -11.6578 -13.1558
C -11.2900 -11.6638 -12.5006
O -10.3676 -10.8320 -12.5680
O -11.3214 -12.7321 -11.7707
C -10.1801 -13.0510 -10.8996
H -13.6402 -12.2234 -15.1040
H -14.1748 -10.5438 -15.5904
H -14.7949 -11.2769 -14.0932
H -13.0570 -9.6984 -13.5377
H -12.0630 -10.4597 -14.7543
H -10.3514 -14.0503 -10.4992
H -10.1536 -12.3368 -10.0766
H -9.1988 -12.9398 -11.3609
C -8.9942 -5.0717 -15.4296
C -9.4791 -6.4924 -15.1249
O -9.3201 -7.3368 -16.2518
C -9.1900 -8.6982 -15.9906
O -9.1133 -9.2421 -14.8550
O -9.2053 -9.3530 -17.1733
C -9.1087 -10.7492 -17.2910
H -9.4096 -4.7313 -16.3781
H -7.9111 -5.0705 -15.5525
H -9.3741 -4.4207 -14.6422
H -10.5184 -6.5296 -14.7986
H -8.9329 -6.8324 -14.2450
H -8.0939 -10.9873 -16.9722
H -9.3770 -10.9682 -18.3245
H -9.7894 -11.2537 -16.6053
C -11.4588 -3.9132 -8.4514
C -11.8109 -3.3899 -7.0449
O -11.7751 -4.4178 -6.0862
C -11.8917 -4.2246 -4.7323
O -11.7610 -3.1892 -4.1455
O -12.0706 -5.4414 -4.1830
C -12.2173 -5.7053 -2.7572
H -12.3432 -4.1373 -9.0478
H -10.7984 -4.7772 -8.5250
H -11.0114 -3.1558 -9.0950
H -12.6000 -2.6383 -7.0222
H -10.9001 -2.8732 -6.7423
H -12.7758 -6.6358 -2.6550
H -12.6568 -4.8667 -2.2172
H -11.2375 -5.8805 -2.3129
C -4.3974 -10.4815 -16.5422
C -5.4107 -10.0938 -15.4337
O -5.1489 -8.7163 -15.3070
C -5.7910 -7.9489 -14.3333
O -6.6431 -8.4560 -13.6149
O -5.2128 -6.7361 -14.3706
C -5.6136 -5.6983 -13.5145
H -3.3842 -10.2447 -16.2177
H -4.5761 -9.8942 -17.4430
H -4.4197 -11.5698 -16.5986
H -5.1846 -10.6873 -14.5479
H -6.4288 -10.2268 -15.7996
H -4.9887 -4.8155 -13.6499
H -5.4973 -6.0431 -12.4870
H -6.6456 -5.3592 -13.6036
C -8.9491 -6.9459 -5.7858
C -7.9306 -6.6047 -4.7108
O -8.6088 -6.3827 -3.4635
C -8.0907 -5.5979 -2.5172
O -7.3186 -4.6738 -2.7022
O -8.8356 -5.8293 -1.3696
C -8.5946 -4.9377 -0.2977
H -9.3615 -7.9184 -5.5170
H -8.5414 -6.9291 -6.7966
H -9.8012 -6.2669 -5.7547
H -7.2497 -5.8054 -5.0034
H -7.2934 -7.4863 -4.6412
H -9.0408 -4.0454 -0.7368
H -7.5625 -4.6721 -0.0694
H -9.0789 -5.2618 0.6234
```

***

Entry 4:
C30H57N6O8 | ωB97M-V with the def2-TZVPD basis set

Summary:
Total charge ... +1
Energy above the lowest of the compared OMol25 structures with the same formula, charge and spin ... 15.1 kcal/mol

Structure (XYZ):
```
101
C30H57N6O8 ωB97M-V with the def2-TZVPD basis set
C 5.3766 -0.6071 1.0080
O 4.9066 -0.0403 -0.2182
C 4.2791 1.1863 -0.0267
C 2.9120 1.0518 0.6934
N 2.6389 1.8789 1.6708
N 1.5395 1.9768 2.3930
C 0.6882 1.0600 2.0344
C 0.7994 0.0820 1.0118
C -0.3639 -0.8578 0.7746
C -1.4500 -0.2441 -0.1666
C -2.7957 -1.0283 0.0164
C -3.0626 -2.0995 -1.0707
C -4.5113 -2.6897 -1.0914
C -5.2377 -2.7449 0.2777
C -6.4759 -1.8104 0.4148
C -6.2969 -0.3759 -0.1317
O -5.9239 0.5770 0.9091
C -7.0300 1.3428 1.2601
C -6.9188 2.8414 0.9825
O -7.9576 0.8294 1.7762
C 1.9977 0.0768 0.2511
C 2.2271 -0.9171 -0.8713
C 2.6074 -0.1874 -2.1823
O 1.8086 0.4626 -2.7725
H 5.7998 -1.5920 0.7476
H 6.2028 -0.0398 1.4749
H 4.5476 -0.8110 1.7155
H 4.8890 1.9019 0.5659
H 4.0774 1.6743 -0.9978
H 3.3653 2.5504 1.9245
H -0.2421 1.0520 2.6167
H -0.0282 -1.7872 0.2857
H -0.7681 -1.1164 1.7679
H -1.1503 -0.3381 -1.2240
H -1.6492 0.8108 0.0937
H -3.6301 -0.3254 0.1705
H -2.7064 -1.5738 0.9765
H -2.8640 -1.6463 -2.0635
H -2.3309 -2.9165 -0.9369
H -4.4385 -3.7205 -1.4758
H -5.0782 -2.1300 -1.8573
H -5.6272 -3.7788 0.3805
H -4.5787 -2.5995 1.1504
H -6.6683 -1.7032 1.4983
H -7.3940 -2.2720 0.0117
H -7.2542 -0.0853 -0.6032
H -5.5323 -0.2714 -0.9156
H -6.0345 3.0850 0.3724
H -6.8442 3.3945 1.9323
H -7.7999 3.1535 0.4003
H 1.2987 -1.4770 -1.0659
H 2.9788 -1.6569 -0.5456
H 3.6544 -0.2328 -2.5654
C 9.5256 -0.0810 1.0643
O 8.9137 0.9765 1.0087
N 9.7149 -0.9266 0.0376
C 10.4543 -2.1651 0.1901
C 9.1607 -0.5901 -1.2668
H 9.9857 -0.4339 2.0022
H 11.3140 -2.1590 -0.4824
H 9.8067 -3.0077 -0.0615
H 10.8058 -2.2810 1.2142
H 9.5735 0.3559 -1.6029
H 8.0784 -0.4828 -1.1805
H 9.3950 -1.3704 -1.9887
C -6.8150 -6.2911 -1.1200
O -6.2623 -5.2644 -0.7580
N -7.8135 -6.9023 -0.4594
C -8.4279 -8.1229 -0.9465
C -8.2908 -6.3182 0.7832
H -6.5268 -6.8113 -2.0482
H -9.4930 -7.9515 -1.1135
H -8.3026 -8.9135 -0.2041
H -7.9684 -8.4382 -1.8816
H -8.6527 -5.3064 0.5940
H -7.4686 -6.2633 1.4984
H -9.0949 -6.9220 1.1972
C -3.0675 5.9864 2.3019
O -3.6186 7.0652 2.2853
N -2.9025 5.1824 1.2237
C -2.2334 3.9029 1.3133
C -3.4162 5.6234 -0.0627
H -2.6430 5.5611 3.2285
H -1.3611 3.9009 0.6530
H -2.9202 3.1095 1.0049
H -1.9065 3.7119 2.3351
H -2.9451 6.5689 -0.3344
H -4.4927 5.7824 0.0175
H -3.2111 4.8778 -0.8284
C 8.0035 2.9261 -1.2412
O 8.3421 2.0972 -2.0632
N 7.1877 3.9789 -1.4886
C 6.8250 4.9287 -0.4567
C 6.6626 4.1595 -2.8320
H 8.3464 2.8783 -0.1963
H 5.7382 4.9323 -0.3293
H 7.1541 5.9279 -0.7483
H 7.2934 4.6637 0.4903
H 6.0834 3.2794 -3.1188
H 7.4896 4.2707 -3.5341
H 6.0286 5.0429 -2.8727
```

***

Number 1: calculated total energy -92513.9197 eV. Number 2: calculated total energy -139901.1709 eV. Number 3: calculated total energy -121410.5324 eV. Number 4: calculated total energy -57346.5870 eV.